14 unconnected molecules or ions with the total composition C28H56O56S14, computed with ωB97M-V/def2-TZVPD.

Output
Gap between HOMO and LUMO in eV: 10.48
Highest occupied orbital energy in eV: -10.939
Electronic energy in hartree: -10887.859418
Strongest force on any atom in eV/Å: 5.76
ΔE to the lowest compared entry with this formula, charge and spin in kJ/mol: 1036.1
E_LUMO in eV: -0.5

Structure (XYZ):
```
154
Properties=species:S:1:pos:R:3:forces:R:3
C -21.237604 -4.136671 8.881041 1.1 -0.3 -1.4
C -22.195805 -4.589050 7.758557 -0.4 1.1 0.7
O -23.283522 -5.251746 8.451129 -0.4 0.2 0.8
S -23.431745 -4.614020 10.008157 -2.6 -0.4 0.3
O -23.983472 -5.615497 11.009965 2.5 3.4 -3.9
O -24.129232 -3.299775 9.884611 2.3 -3.3 0.4
O -21.823074 -4.489028 10.094516 -1.3 0.2 2.1
H -20.981028 -3.080051 8.804723 -0.3 0.0 0.3
H -20.309454 -4.700892 8.789959 0.0 0.0 0.3
H -21.686146 -5.196048 7.010281 -0.5 -0.6 0.4
H -22.537968 -3.684589 7.255572 -0.5 -0.2 -0.1
C -24.175053 -4.215454 1.145037 -1.0 -0.4 0.7
C -23.706471 -4.586684 2.573349 0.4 -0.3 -0.7
O -22.917303 -5.851563 2.398018 -0.2 0.5 -1.4
S -22.537426 -6.105140 0.811125 1.4 1.5 -0.4
O -23.334217 -7.159412 0.256933 0.2 0.9 0.7
O -21.095289 -6.126764 0.552614 -2.9 0.3 1.0
O -23.092624 -4.593615 0.331869 0.9 -1.8 -0.3
H -24.491737 -3.203951 0.890711 0.9 0.4 0.6
H -25.107590 -4.728615 0.910228 0.2 -0.8 -0.2
H -24.526441 -4.824936 3.250843 0.2 0.1 -0.1
H -23.020281 -3.845299 2.982722 -0.1 -0.1 0.1
C -24.830004 1.589940 7.561823 0.6 -0.4 0.6
C -23.423978 1.135093 7.174035 1.1 0.9 2.0
O -23.583579 0.190787 6.185518 -1.6 -1.6 -2.4
S -24.870259 0.570621 5.213454 -0.6 0.1 0.9
O -25.746859 -0.579140 5.071197 1.4 1.7 1.0
O -24.496157 1.246344 4.011029 0.1 -0.2 1.0
O -25.398289 1.734234 6.303383 -1.2 -0.8 -2.8
H -24.938637 2.508962 8.137755 0.4 0.3 -0.5
H -25.393676 0.858475 8.140897 0.3 -0.5 0.0
H -22.888238 0.672348 8.002865 -0.1 -0.2 0.0
H -22.747352 1.885358 6.764900 -0.4 0.7 0.2
C -28.661000 -0.968242 -1.994384 -0.7 0.8 1.3
C -29.351908 -1.268294 -0.507289 0.0 -0.5 -2.0
O -29.333431 -2.689758 -0.497923 -0.1 -2.0 -0.9
S -29.121311 -3.445728 -2.011969 -2.9 3.9 1.1
O -30.390881 -3.382627 -2.776110 3.4 0.0 1.6
O -28.492391 -4.684775 -1.762823 0.6 0.3 -0.4
O -28.096370 -2.182007 -2.434085 -0.4 -2.7 0.0
H -27.857122 -0.234185 -1.939285 0.1 -0.2 0.2
H -29.318176 -0.662200 -2.808358 -0.6 0.3 0.6
H -30.383157 -0.956166 -0.342362 -0.1 0.2 -0.9
H -28.877568 -0.902334 0.403302 0.9 -0.1 -0.5
C -23.509127 -10.056325 4.856529 1.3 -0.7 1.2
C -22.628156 -10.265819 6.091070 -1.7 -0.2 1.4
O -21.291606 -10.343077 5.701111 2.0 0.6 -1.3
S -21.159754 -11.002197 4.167909 -2.1 -0.5 2.6
O -20.804783 -12.398226 4.261989 -0.3 2.0 -0.3
O -20.512596 -10.095024 3.293380 0.1 -0.2 0.2
O -22.760892 -10.919976 4.068104 0.9 -1.9 -4.3
H -23.574289 -9.048007 4.447688 -0.1 -0.1 0.1
H -24.436346 -10.619954 4.959953 -0.3 0.8 0.2
H -22.840960 -11.265369 6.470154 -0.6 0.0 0.3
H -22.856318 -9.542873 6.874260 0.8 0.2 0.0
C -17.363327 -6.096059 4.471603 1.0 -2.3 -0.6
C -16.010533 -6.586076 3.916326 0.0 0.4 -0.7
O -15.072482 -6.561474 5.007715 -1.2 1.1 1.4
S -15.515625 -5.268177 5.993988 2.1 -0.3 0.6
O -14.800381 -4.086183 5.546099 -1.3 -1.4 0.3
O -15.350478 -5.615727 7.409540 -1.0 0.3 -3.1
O -17.048392 -5.232397 5.498142 1.0 2.3 2.0
H -17.778147 -6.957596 4.994832 -0.7 -0.1 -0.6
H -17.989450 -5.664778 3.690539 0.0 0.1 0.4
H -15.601710 -5.940133 3.139324 -0.2 0.1 -0.1
H -16.144751 -7.584133 3.499248 0.4 -0.1 0.3
C -25.212599 -8.601332 -5.417828 -1.3 -1.4 1.2
C -25.356674 -9.386458 -4.070964 1.1 0.8 0.3
O -26.574581 -10.123238 -4.172590 -0.1 -0.9 -0.7
S -26.562039 -10.811163 -5.660614 -0.1 -1.7 -0.1
O -27.952770 -11.185774 -6.046056 4.1 1.8 1.0
O -25.506505 -11.854898 -5.765865 -2.6 2.8 0.3
O -25.997534 -9.408597 -6.294244 -1.1 -1.5 -1.7
H -24.213364 -8.526511 -5.846811 -0.1 0.3 0.4
H -25.792288 -7.692494 -5.256334 0.6 0.3 -0.6
H -25.432253 -8.660050 -3.261821 -0.3 -0.3 0.1
H -24.523320 -10.053806 -3.851251 0.0 -0.1 -0.2
C -20.932978 -1.028141 -2.304657 -0.7 0.6 -0.1
C -20.238328 0.323745 -2.162746 0.7 -0.5 2.3
O -20.856199 1.277909 -2.920719 -2.4 1.0 -2.5
S -22.464869 0.912803 -2.987594 -0.7 1.4 -0.1
O -23.004469 1.387506 -4.271960 1.4 -1.5 3.0
O -23.122104 1.339264 -1.730903 1.7 -1.3 -2.8
O -22.177384 -0.696514 -2.987708 -0.5 0.7 -0.1
H -21.167287 -1.397430 -1.306247 0.0 -0.3 -0.2
H -20.361649 -1.756573 -2.880038 -0.4 0.1 -0.2
H -19.176919 0.245045 -2.397975 -0.1 0.4 0.1
H -20.469269 0.701703 -1.166800 1.0 -0.5 0.7
C -17.152714 0.704789 5.935151 -0.3 1.2 -0.8
C -16.556665 0.679471 4.481807 0.4 -0.8 2.1
O -17.267390 -0.384701 3.882852 -1.9 -0.3 -0.3
S -18.886893 -0.331366 4.324216 1.6 -0.2 0.7
O -19.294889 -1.678289 4.704288 0.5 2.5 -0.9
O -19.604404 0.485081 3.371187 0.7 -1.3 1.5
O -18.563094 0.544181 5.698775 -0.9 -0.8 -1.1
H -17.040546 1.685569 6.397311 0.0 0.1 -0.2
H -16.826281 -0.006071 6.694233 0.3 -0.5 -0.7
H -15.513903 0.369258 4.548983 0.0 0.0 -0.3
H -16.628055 1.626431 3.946760 -0.4 0.0 0.1
C -29.871338 -10.563885 0.632299 -0.1 -1.0 -1.1
C -30.223224 -10.691010 2.088387 -1.1 -1.0 1.2
O -29.767502 -9.592812 2.760601 1.5 4.8 -0.1
S -29.386713 -8.333016 1.735388 2.6 1.3 1.2
O -28.141053 -7.698964 2.179943 -1.7 -2.4 -0.9
O -30.396875 -7.334839 1.534919 -0.6 -2.0 -0.3
O -29.127211 -9.372415 0.469319 -0.2 1.7 1.0
H -30.774376 -10.582317 0.022149 0.0 0.5 0.0
H -29.274396 -11.390836 0.247707 0.3 0.1 0.2
H -29.728393 -11.437971 2.709099 -0.4 -1.0 -0.9
H -31.299587 -10.649664 2.255234 -0.2 -0.9 -0.3
C -29.841457 -3.282876 4.950498 -1.2 -0.1 1.4
C -29.618335 -2.788334 6.450890 -0.7 0.5 -1.5
O -30.274894 -1.478029 6.554857 -0.2 0.1 -1.2
S -30.917492 -0.912346 5.138224 1.5 -0.8 -0.8
O -30.004104 0.079327 4.562270 -2.1 -1.6 1.3
O -32.342034 -0.684774 5.264278 2.3 -0.2 0.0
O -30.694670 -2.331095 4.292482 0.1 1.3 0.8
H -30.477376 -4.157511 5.087352 0.2 -0.2 -0.5
H -28.975698 -3.566946 4.352283 0.1 0.6 0.2
H -28.563218 -2.737056 6.719595 -0.2 0.3 0.1
H -30.190594 -3.444758 7.106419 0.3 0.1 0.1
C -27.475648 -10.044332 9.643134 0.8 0.0 0.8
C -28.540117 -10.353983 8.636337 -0.7 -1.4 0.8
O -28.909857 -9.177971 7.970901 1.9 2.4 -0.2
S -27.723767 -7.992324 8.277520 -0.3 2.2 2.3
O -28.173613 -7.035903 9.331879 0.6 -3.0 -2.8
O -27.184673 -7.393234 7.074911 -0.7 -1.8 1.4
O -26.657111 -9.046041 9.017496 -1.3 1.2 -1.3
H -26.812980 -10.879922 9.868439 -0.1 -0.1 -0.3
H -27.871825 -9.709585 10.601826 -0.1 0.5 -0.1
H -29.433904 -10.687360 9.163663 0.0 -0.3 -0.1
H -28.174930 -11.140213 7.975584 -0.2 0.3 -0.5
C -24.996199 -12.701915 0.350407 -2.2 1.1 -0.1
C -25.227662 -14.022901 1.042336 0.7 -0.4 0.1
O -24.473866 -14.922210 0.245888 2.3 -0.7 -1.2
S -23.144422 -14.203141 -0.500131 2.2 0.1 -1.5
O -23.070136 -14.595025 -1.950190 -0.8 1.0 4.7
O -21.843624 -14.201364 0.254194 -4.4 -0.4 -1.8
O -23.819722 -12.720329 -0.332935 3.7 -1.4 -1.1
H -24.919264 -11.846425 1.021461 -0.5 -0.1 0.1
H -25.707942 -12.569585 -0.464457 -0.8 0.3 0.5
H -26.238411 -14.428273 0.995871 0.0 0.5 0.1
H -24.854088 -14.027007 2.066313 0.0 -0.1 0.1
C -13.158695 -2.999442 0.566244 1.0 0.1 1.2
C -13.624520 -1.574280 0.444578 0.5 1.2 2.5
O -14.907573 -1.510265 -0.191508 -0.3 -1.8 -0.9
S -15.369311 -3.051121 -0.725792 -0.1 -0.5 -0.7
O -15.786091 -3.058689 -2.152444 2.0 0.5 3.8
O -16.266833 -3.742479 0.189886 1.5 1.6 -1.0
O -13.812898 -3.617726 -0.437652 -3.0 -2.2 -3.6
H -13.324607 -3.483460 1.528680 -0.8 0.2 0.3
H -12.093791 -3.190751 0.434027 0.1 0.6 -0.5
H -12.842203 -0.897991 0.100038 -0.5 0.0 -1.2
H -13.734441 -1.238435 1.475715 -0.5 0.3 0.1
```
Forces are in eV/Å.

=====

A molecular structure, C5H12O, computed with ωB97M-V/def2-TZVPD.

Output
Gap between HOMO and LUMO in eV: 10.24
Highest occupied orbital energy in eV: -9.356
Electronic energy in hartree: -272.872393
Strongest force on any atom in eV/Å: 4.28
ΔE to the lowest compared entry with this formula, charge and spin in kJ/mol: 200.2
E_LUMO in eV: 0.9

Structure (XYZ):
```
18
Properties=species:S:1:pos:R:3:forces:R:3
C -0.467532 1.121746 1.860285 -1.4 -1.0 1.1
O 0.499189 0.622058 0.943152 -0.7 -0.5 0.6
C 0.216139 -0.148437 -0.269637 0.4 0.0 0.1
C -1.192863 -0.635138 -0.392055 -0.4 0.2 0.1
C 0.609483 0.759222 -1.439192 0.1 0.1 0.2
C 1.123835 -1.356692 -0.202293 0.2 0.0 0.0
H -1.169513 0.303045 2.803804 2.9 1.9 -2.4
H -1.403096 1.440995 1.390160 0.4 0.4 -0.3
H 0.105896 1.997482 2.278000 -1.2 -1.1 0.4
H -1.822159 0.236781 -0.225441 -0.6 -0.3 -0.2
H -1.345221 -1.054778 -1.397153 -0.1 0.3 0.3
H -1.397500 -1.425094 0.338739 -0.1 0.3 0.0
H -0.019574 1.656404 -1.497825 0.0 -0.3 0.0
H 1.622439 1.103898 -1.228634 0.1 0.0 -0.2
H 0.588754 0.239196 -2.410583 0.0 0.1 0.4
H 2.150071 -1.014367 -0.065260 0.1 -0.3 0.0
H 0.825972 -1.992996 0.640235 0.2 0.1 -0.2
H 1.023587 -1.931314 -1.130583 0.2 0.0 0.2
```
Forces are in eV/Å.

=====

2 unconnected molecules or ions with the total composition C2H7NO3, computed with ωB97M-V/def2-TZVPD.

Output
Gap between HOMO and LUMO (spin up / spin down) in eV: 13.08 / 7.35
Highest occupied orbital energy (spin up / spin down) in eV: -16.450 / -16.448
2S+1: 2
Charge: +1
Electronic energy in hartree: -360.562932
Strongest force on any atom in eV/Å: 1.69
ΔE to the lowest compared entry with this formula, charge and spin in kJ/mol: 0.0
E_LUMO (spin up / spin down) in eV: -3.4 / -9.1

Structure (XYZ):
```
13
Properties=species:S:1:pos:R:3:forces:R:3
C 1.703333 1.517898 0.531090 1.0 0.0 -0.3
N 1.308413 0.579316 -0.484306 -0.2 1.1 0.1
C 0.056318 0.032684 -0.691192 -1.5 -0.8 -0.1
O -0.888734 0.452782 0.104281 1.1 0.8 0.0
O -0.045621 -0.793113 -1.594839 0.5 0.3 0.4
H 2.683053 1.910026 0.257547 0.1 -0.4 0.2
H 1.086742 2.402970 0.634374 -0.9 -0.2 0.0
H 1.750808 0.970348 1.478544 -0.1 0.1 0.2
H 1.972742 0.333885 -1.201230 0.4 -0.3 -0.4
H -1.453632 -0.278299 0.453961 -0.1 -0.6 0.1
H -1.080829 -2.225897 1.827880 -0.9 0.7 -0.4
H -2.582531 -1.972393 1.440821 -0.2 -0.3 0.1
O -1.724131 -1.552816 1.499954 0.9 -0.4 0.2
```
Forces are in eV/Å.

=====

Copy entry 2 word for word.
A molecular structure, C5H12O, computed with ωB97M-V/def2-TZVPD.

Output
Gap between HOMO and LUMO in eV: 10.24
Highest occupied orbital energy in eV: -9.356
Electronic energy in hartree: -272.872393
Strongest force on any atom in eV/Å: 4.28
ΔE to the lowest compared entry with this formula, charge and spin in kJ/mol: 200.2
E_LUMO in eV: 0.9

Structure (XYZ):
```
18
Properties=species:S:1:pos:R:3:forces:R:3
C -0.467532 1.121746 1.860285 -1.4 -1.0 1.1
O 0.499189 0.622058 0.943152 -0.7 -0.5 0.6
C 0.216139 -0.148437 -0.269637 0.4 0.0 0.1
C -1.192863 -0.635138 -0.392055 -0.4 0.2 0.1
C 0.609483 0.759222 -1.439192 0.1 0.1 0.2
C 1.123835 -1.356692 -0.202293 0.2 0.0 0.0
H -1.169513 0.303045 2.803804 2.9 1.9 -2.4
H -1.403096 1.440995 1.390160 0.4 0.4 -0.3
H 0.105896 1.997482 2.278000 -1.2 -1.1 0.4
H -1.822159 0.236781 -0.225441 -0.6 -0.3 -0.2
H -1.345221 -1.054778 -1.397153 -0.1 0.3 0.3
H -1.397500 -1.425094 0.338739 -0.1 0.3 0.0
H -0.019574 1.656404 -1.497825 0.0 -0.3 0.0
H 1.622439 1.103898 -1.228634 0.1 0.0 -0.2
H 0.588754 0.239196 -2.410583 0.0 0.1 0.4
H 2.150071 -1.014367 -0.065260 0.1 -0.3 0.0
H 0.825972 -1.992996 0.640235 0.2 0.1 -0.2
H 1.023587 -1.931314 -1.130583 0.2 0.0 0.2
```
Forces are in eV/Å.

=====

Which value of ΔE to the lowest compared entry with this formula, charge and spin does entry 3 give? 0.0 kJ/mol